Molecular formula: C4H25NO10
Method: DFT, ωB97M-V/def2-TZVPD

Results
SMILES ... C[C@@H](C=O)NCO.O.O.O.O.O.O.O.O
Charge ... 0
2S+1 ... 1
Lowest unoccupied orbital energy ... 0.04 eV
HOMO energy ... -0.37497 Ha
Frontier orbital gap ... 10.244 eV

Each line ends with the natural charge from an NBO analysis.
Geometry (Å):
C: 3.43297 0.71140 0.23398  -0.65
C: 2.15991 0.37038 -0.51898  -0.19
C: 2.24532 1.27287 -1.75789  0.44
O: 2.62491 2.41810 -1.85105  -0.52
N: 1.92766 -1.13906 -0.96228  -0.69
C: 2.19644 -2.05064 0.14836  0.10
O: 1.08260 -2.00026 0.99141  -0.77
H: 4.07879 -0.21164 0.61203  0.22
H: 3.99544 1.38816 -0.40825  0.24
H: 3.11346 0.99705 1.20828  0.23
H: 1.24756 0.67059 0.04790  0.24
H: 1.98138 0.82398 -2.62532  0.11
H: 2.10604 -1.17250 -1.94132  0.39
H: 2.44067 -3.06072 -0.23415  0.18
H: 2.99540 -1.85425 0.84484  0.18
H: 0.22330 -2.43236 0.73682  0.50
O: -0.90804 -0.39841 0.04158  -0.94
H: -0.12046 -0.61964 -0.43099  0.50
H: -1.44007 0.02932 -0.48235  0.47
O: -2.53469 3.08111 0.46496  -0.99
H: -1.76628 3.05750 -0.22894  0.49
H: -2.12070 2.63542 1.21691  0.47
O: -1.86228 -0.73658 -2.30350  -1.01
H: -2.09618 0.21836 -2.00122  0.51
H: -1.62196 -1.03890 -3.13537  0.49
O: -0.61028 1.15391 2.30204  -0.94
H: 0.08923 0.57165 2.32159  0.47
H: -1.25036 0.61398 2.68318  0.48
O: -2.43856 -2.50836 0.51145  -1.00
H: -1.88852 -1.71336 0.40085  0.48
H: -2.86125 -2.55827 -0.32712  0.47
O: -0.33752 2.28465 -0.71673  -1.02
H: -0.17607 2.31586 0.30372  0.53
H: 0.42306 2.60679 -1.35372  0.52
O: -3.74297 0.25434 -0.93104  -0.99
H: -3.72054 1.21891 -1.00279  0.51
H: -4.01766 -0.17200 -0.16296  0.50
O: -0.33428 -2.48891 3.51907  -0.93
H: 0.16633 -1.91878 2.98544  0.46
H: -0.99324 -2.72244 2.85053  0.47

Molecular formula: C4H4O
Method: DFT, ωB97M-V/def2-TZVPD

Results
SMILES ... C=CC=C=O
Charge ... 0
2S+1 ... 1
Lowest unoccupied orbital energy ... 0.56 eV
HOMO energy ... -0.31761 Ha
Frontier orbital gap ... 9.199 eV

Each line ends with the natural charge from an NBO analysis.
Geometry (Å):
C: -1.77478 -0.24200 -0.12910  -0.45
C: -0.41715 -0.25395 0.05232  -0.15
C: 0.85959 0.71539 -0.04850  -0.58
C: 2.03153 0.10985 0.01849  0.74
O: 3.12011 -0.22444 0.20025  -0.43
H: -2.17784 -1.13765 0.28757  0.22
H: -2.37204 0.55631 -0.73581  0.22
H: 0.08048 -1.24452 0.35728  0.18
H: 0.65011 1.72100 -0.00248  0.26